<one>
The following is a quantum chemistry calculation of a cluster of 6 separate species, C24H27Cl6N3O6 in total, from the Open Molecules 2025 dataset.

**Frontier orbital gap**: 9.26 eV
**SMILES string**: O=[N+]([O-])c1ccccc1.O=[N+]([O-])c1ccccc1.O=[N+]([O-])c1ccccc1.ClCCCl.ClCCCl.ClCCCl
**Total charge**: 0

Each line ends with the Mulliken charge.
Geometry (Å):
O: -10.7955 16.6914 12.3603  -0.586
N: -10.6959 17.6154 13.1517  1.085
O: -10.4378 17.4697 14.3304  -0.606
C: -11.1826 18.9166 12.7207  -0.568
C: -11.3647 19.9343 13.6595  0.089
C: -11.8295 21.1462 13.2194  -0.645
C: -12.2845 21.3053 11.9189  -0.405
C: -12.1330 20.2804 10.9944  -0.370
C: -11.5526 19.1027 11.4135  0.001
H: -11.2720 19.7086 14.7129  0.426
H: -11.9402 21.9597 13.9257  0.371
H: -12.8535 22.1931 11.6675  0.372
H: -12.7088 20.2678 10.0799  0.396
H: -11.5329 18.3118 10.6761  0.466
O: -16.5201 12.9055 10.2522  -0.617
N: -16.1740 12.5188 11.3636  1.146
O: -15.0533 12.1557 11.6352  -0.630
C: -17.1875 12.5182 12.4008  -0.484
C: -18.4893 12.9312 12.1516  -0.255
C: -19.4029 12.9965 13.1855  -0.439
C: -19.0769 12.5190 14.4516  -0.541
C: -17.8429 11.9141 14.6411  -0.429
C: -16.8874 12.0346 13.6565  0.596
H: -18.7628 13.4319 11.2303  0.394
H: -20.4123 13.3229 12.9723  0.401
H: -19.7877 12.5669 15.2665  0.447
H: -17.5347 11.4357 15.5601  0.303
H: -15.8748 11.6834 13.7989  0.091
O: -14.2045 18.6420 15.7859  -0.618
N: -14.9636 17.7384 15.5930  1.091
O: -15.5246 17.1188 16.4757  -0.620
C: -15.2700 17.4007 14.2063  0.215
C: -14.4707 17.9474 13.2135  0.260
C: -14.5837 17.4300 11.9302  -0.129
C: -15.6207 16.5623 11.6050  -0.972
C: -16.5371 16.2012 12.5977  -0.122
C: -16.3858 16.6415 13.8964  -0.754
H: -13.5187 18.4255 13.3938  0.045
H: -13.9511 17.7669 11.1190  0.267
H: -15.7736 16.0939 10.6407  0.439
H: -17.2317 15.3983 12.3816  0.446
H: -16.9886 16.2625 14.7120  0.398
Cl: -14.6031 13.7608 15.7638  -0.156
C: -13.6613 13.9812 14.2230  0.581
C: -12.2233 13.9879 14.5909  -0.511
Cl: -11.6608 12.4466 15.2668  -0.148
H: -14.0242 14.9144 13.8043  -0.578
H: -14.0031 13.1690 13.5895  0.148
H: -11.9887 14.7584 15.3209  0.322
H: -11.6284 14.2861 13.7313  0.359
Cl: -15.4154 10.4226 17.2550  -0.190
C: -14.3241 9.2750 16.3890  -0.356
C: -14.1861 9.7569 14.9618  0.384
Cl: -12.8398 8.8489 14.1583  -0.217
H: -14.8310 8.3181 16.4114  0.354
H: -13.3996 9.2917 16.9536  0.271
H: -13.9677 10.8116 14.8700  -0.510
H: -15.0365 9.4087 14.3860  0.291
Cl: -9.0641 9.8954 19.9489  -0.187
C: -9.3421 11.6062 19.6063  -0.420
C: -10.3732 11.8394 18.5425  -0.417
Cl: -11.9861 11.1944 18.8910  -0.147
H: -8.4164 12.0557 19.2514  0.316
H: -9.6434 12.0921 20.5305  0.318
H: -10.0458 11.5187 17.5574  0.256
H: -10.5043 12.9173 18.4300  0.281


<two>
The following is a quantum chemistry calculation of a cluster of 6 separate species, C24H27Cl6N3O6 in total, from the Open Molecules 2025 dataset.

**Frontier orbital gap**: 9.01 eV
**SMILES string**: O=[N+]([O-])c1ccccc1.O=[N+]([O-])c1ccccc1.O=[N+]([O-])c1ccccc1.ClCCCl.ClCCCl.ClCCCl
**Total charge**: 0

Each line ends with the Mulliken charge.
Geometry (Å):
O: -3.3692 5.2400 -0.8064  -0.591
N: -3.2072 4.0385 -0.7948  0.965
O: -2.8057 3.4003 0.1612  -0.616
C: -3.5154 3.3049 -2.0226  0.174
C: -3.5787 1.9387 -1.9778  -0.528
C: -3.7359 1.2247 -3.1578  0.039
C: -3.7950 1.8998 -4.3666  -0.618
C: -3.6623 3.2699 -4.3904  -0.359
C: -3.5667 3.9975 -3.2167  -0.499
H: -3.4893 1.4500 -1.0180  0.495
H: -3.7707 0.1461 -3.1072  0.341
H: -3.8163 1.3273 -5.2852  0.358
H: -3.7114 3.7872 -5.3407  0.370
H: -3.3931 5.0634 -3.2047  0.434
O: 1.9113 -2.2559 -0.4489  -0.516
N: 2.5605 -2.4173 -1.4673  0.956
O: 2.5125 -1.6815 -2.4321  -0.600
C: 3.4417 -3.5911 -1.5304  0.245
C: 4.3971 -3.6585 -2.5246  -0.485
C: 5.2088 -4.7766 -2.5891  -0.443
C: 5.0570 -5.8192 -1.6806  -0.535
C: 4.1300 -5.6877 -0.6584  -0.622
C: 3.2869 -4.5898 -0.5996  -0.016
H: 4.5815 -2.8098 -3.1666  0.435
H: 5.8613 -4.9060 -3.4447  0.359
H: 5.6927 -6.6910 -1.7390  0.399
H: 4.0281 -6.4323 0.1228  0.380
H: 2.5566 -4.4834 0.1859  0.383
O: -1.0817 5.9365 7.8226  -0.539
N: 0.0276 6.3418 7.5363  0.841
O: 0.5308 7.3619 7.9601  -0.532
C: 0.7957 5.5588 6.5620  0.448
C: 0.1405 4.9888 5.4798  -0.608
C: 0.8434 4.1903 4.5908  -0.032
C: 2.1990 3.9843 4.7888  -0.303
C: 2.8471 4.5579 5.8802  -0.490
C: 2.1462 5.3587 6.7703  -0.522
H: -0.9230 5.1323 5.3337  0.375
H: 0.3452 3.7280 3.7522  0.273
H: 2.8189 3.4160 4.1062  0.338
H: 3.9058 4.3876 6.0176  0.365
H: 2.6259 5.7771 7.6465  0.390
Cl: -0.3705 -3.9728 -4.4234  -0.182
C: -1.8585 -3.6530 -3.5076  0.132
C: -2.4555 -2.2974 -3.7844  -0.232
Cl: -2.7166 -2.0096 -5.5264  -0.197
H: -1.5821 -3.7308 -2.4578  -0.366
H: -2.5695 -4.4383 -3.7539  0.392
H: -1.7952 -1.5069 -3.4396  0.104
H: -3.4236 -2.2330 -3.2927  0.349
Cl: 1.1982 2.2788 1.5015  -0.254
C: -0.1501 1.2877 0.9043  0.040
C: 0.3474 0.2796 -0.1215  -0.482
Cl: -1.0664 -0.3403 -1.0390  -0.190
H: -0.8624 1.9600 0.4241  -0.083
H: -0.6912 0.8393 1.7332  0.361
H: 0.7409 -0.6086 0.3636  0.245
H: 1.0766 0.7358 -0.7795  0.388
Cl: -0.0993 -5.6877 -0.9358  -0.166
C: -1.1005 -4.8974 0.3235  -0.633
C: -0.5889 -3.5083 0.5463  0.455
Cl: -1.5857 -2.7100 1.8143  -0.199
H: -1.0367 -5.5076 1.2216  0.413
H: -2.1331 -4.9227 -0.0131  0.384
H: -0.7674 -2.8787 -0.3215  -0.293
H: 0.4599 -3.4865 0.8168  0.104


<two> is the most stable structure; the next one sits 53.7 kJ/mol above it.


<one>
The following is a quantum chemistry calculation of a cluster of 4 separate species, CH11N2O3 in total, from the Open Molecules 2025 dataset.

**Frontier orbital gap**: 12.33 eV
**Total charge**: +1

Each line ends with the Mulliken charge.
Geometry (Å):
N: 0.7503 -0.1897 -0.3225  -0.162
C: 0.6385 0.8355 -1.1109  0.211
N: -0.5215 1.2730 -1.5492  -0.254
H: -0.0757 -0.7428 -0.1042  0.226
H: 1.6575 -0.4595 0.0352  0.245
H: 1.5099 1.4712 -1.2433  0.327
H: -0.5305 2.0514 -2.1870  0.232
H: -1.3661 0.8447 -1.1850  0.234
H: 4.6184 -0.4597 -0.6238  0.328
H: 4.2873 0.5632 0.4259  0.323
O: 3.8645 -0.0006 -0.2338  -0.655
H: -2.6945 -1.6187 -0.6268  0.306
H: -2.4229 -0.7175 0.5591  0.353
O: -2.0348 -1.0017 -0.2867  -0.710
H: -1.9541 -0.8735 3.2049  0.347
H: -3.2962 -0.7033 2.6473  0.346
O: -2.4300 -0.2720 2.6007  -0.696


<two>
The following is a quantum chemistry calculation of a cluster of 4 separate species, CH11N2O3 in total, from the Open Molecules 2025 dataset.

**Frontier orbital gap**: 10.17 eV
**Total charge**: +1

Each line ends with the Mulliken charge.
Geometry (Å):
N: 1.4501 -0.3147 0.3993  -0.275
C: 1.1408 -1.0136 1.5640  0.175
N: -0.1290 -1.1643 1.9162  -0.198
H: 0.6613 0.3986 0.1962  0.291
H: 2.4296 -0.0318 0.2727  0.304
H: 1.8488 -1.7375 1.9380  0.346
H: -0.4696 -1.7903 2.5824  0.239
H: -0.8504 -0.6151 1.3289  0.151
H: 2.7514 -0.0886 -4.1006  0.328
H: 1.7368 -0.7809 -3.0532  0.323
O: 2.4862 -0.1608 -3.1298  -0.649
H: -0.8575 2.0267 -0.9595  0.303
H: -1.7539 1.1488 -0.0862  0.375
O: -0.8048 1.3350 -0.2882  -0.682
H: -3.8939 1.6003 0.6929  0.349
H: -3.6500 0.0507 0.8068  0.332
O: -3.4371 0.8574 0.2667  -0.709


<one> is the most stable structure; the next one sits 106.3 kJ/mol above it.


<one>
The following is a quantum chemistry calculation of a cluster of 2 separate species, H5N5O in total, from the Open Molecules 2025 dataset.

**Frontier orbital gap (spin up / spin down)**: 8.78 / 8.79 eV
**Total charge**: 0

Each line ends with the Mulliken charge.
Geometry (Å):
N: 1.6769 -0.0565 1.2299  -0.664
N: 1.5677 -0.0021 -0.0128  0.677
N: -1.7422 -0.9588 -0.9803  -0.534
N: 0.6688 0.7722 -0.6475  -0.729
N: -1.3598 0.0663 -0.5205  0.320
O: -1.6556 0.2741 0.8131  -0.445
H: 0.8901 0.1760 1.7876  0.277
H: 2.3291 -0.4099 -0.6112  0.253
H: -2.1738 -1.7572 -0.4035  0.242
H: 0.8335 0.8694 -1.6229  0.212
H: -1.0348 1.0265 0.9682  0.390


<two>
The following is a quantum chemistry calculation of the molecule H5N5O, from the Open Molecules 2025 dataset.

**Frontier orbital gap**: 9.39 eV
**Total charge**: 0

Each line ends with the Mulliken charge.
Geometry (Å):
N: -1.4858 0.3600 0.4481  -0.515
N: -1.2498 -0.5696 -0.5521  0.079
N: 0.1585 1.2969 -0.0654  -0.622
N: 0.0083 -1.0119 -0.6104  -0.332
N: 0.9159 0.3230 -0.1748  0.287
O: 1.5601 0.0453 1.0859  -0.484
H: -1.0339 0.0553 1.2296  0.316
H: -1.6640 -0.2070 -1.4733  0.288
H: 0.2854 1.6936 0.8913  0.313
H: 0.3422 -1.2404 -1.5480  0.281
H: 2.1631 -0.7453 0.7692  0.389


<one> is the most stable structure; the next one sits 70.6 kJ/mol above it.